# 1
The following is a DFT calculation (the ωB97M-V functional and the def2-TZVPD basis) of a cluster of 10 separate species, C30H86N6O10 in total.

CARTESIAN COORDINATES (ANGSTROEM)
C: -5.25049 0.92839 1.70119
C: -3.91585 1.24005 2.45005
C: -4.02278 2.56299 3.12391
O: -4.18475 3.60208 2.17451
C: -3.78650 4.89570 2.54912
N: -3.73284 0.23145 3.48149
H: -6.06595 1.47159 2.15878
H: -5.40133 -0.13991 1.78135
H: -5.34103 1.18165 0.62623
H: -3.03837 1.20916 1.76537
H: -3.06299 2.70444 3.60826
H: -4.81702 2.61614 3.88155
H: -4.22385 5.51569 1.76719
H: -2.70845 5.04723 2.61530
H: -4.32834 5.15736 3.52022
H: -4.61149 0.04727 4.00370
H: -2.95198 0.37003 4.10531
C: 2.62276 2.88102 -2.79662
C: 1.14227 3.06785 -2.28867
C: 1.05319 3.91108 -1.03339
O: -0.28873 3.82617 -0.60340
C: -0.75108 4.99460 0.10167
N: 0.31808 3.50436 -3.36370
H: 3.07526 3.78361 -3.15362
H: 2.50538 2.35580 -3.68940
H: 3.15350 2.29588 -2.13338
H: 0.70822 2.08548 -2.03570
H: 1.36612 4.97701 -1.15933
H: 1.75769 3.59914 -0.26049
H: -0.41696 5.84962 -0.56063
H: -0.31744 5.12226 1.16338
H: -1.82776 4.85181 0.21007
H: -0.67244 3.42666 -3.18508
H: 0.51295 4.43905 -3.57746
C: 5.02816 -0.28329 2.20999
C: 3.64369 0.18668 1.66504
C: 3.73428 1.67551 1.30818
O: 3.78880 2.53613 2.38588
C: 3.79745 3.85931 2.08696
N: 3.30466 -0.49883 0.38647
H: 5.18399 0.30808 3.09789
H: 5.77052 -0.09122 1.37678
H: 5.05682 -1.38376 2.46538
H: 2.89649 -0.03151 2.44181
H: 2.86405 1.95912 0.70897
H: 4.58831 1.70264 0.65180
H: 2.98477 4.17073 1.42176
H: 4.72789 4.33770 1.80376
H: 3.52399 4.34592 2.98628
H: 2.32792 -0.38636 0.18932
H: 3.33854 -1.50503 0.57965
C: 0.14348 2.21496 2.33652
C: 0.64749 1.22977 3.39805
C: 0.24245 1.66464 4.76533
O: -1.13107 1.69184 4.88580
C: -1.55457 2.34182 6.09865
N: 0.08215 -0.10013 3.08155
H: 0.50666 1.98396 1.31861
H: 0.36832 3.20249 2.67641
H: -0.94607 2.15620 2.32577
H: 1.75008 1.07333 3.38404
H: 0.59916 2.67738 5.03528
H: 0.64708 1.03976 5.59775
H: -1.55380 1.63941 6.92771
H: -2.55983 2.78903 5.93269
H: -0.92664 3.19229 6.38592
H: 0.13110 -0.72244 3.91623
H: -0.95656 0.08236 2.91944
C: 1.69685 -2.88261 -3.36320
C: 2.05947 -1.45793 -3.78370
C: 1.04218 -0.40536 -3.43498
O: -0.32527 -0.55670 -3.95277
C: -0.29896 -0.26861 -5.33615
N: 3.33057 -0.91742 -3.31299
H: 0.95846 -3.34193 -3.99519
H: 1.19764 -2.86438 -2.38232
H: 2.56843 -3.55095 -3.17862
H: 2.17094 -1.44324 -4.88329
H: 1.41239 0.49342 -3.81741
H: 0.92435 -0.40586 -2.32462
H: -1.28857 -0.65737 -5.67095
H: 0.45911 -0.80575 -5.90263
H: -0.18767 0.83067 -5.44969
H: 4.15301 -1.46813 -3.55421
H: 3.38513 -0.86552 -2.28530
C: 1.55603 -5.56599 1.85207
C: 1.20174 -4.26127 1.22835
C: 2.41297 -3.80597 0.38413
O: 3.46630 -3.42495 1.26853
C: 4.70387 -3.70436 0.67898
N: -0.00500 -4.11757 0.30190
H: 0.77549 -5.91631 2.53682
H: 2.55697 -5.44342 2.39296
H: 1.84560 -6.30626 1.15079
H: 1.08560 -3.47906 2.00996
H: 2.16737 -2.99012 -0.28977
H: 2.71970 -4.63069 -0.31586
H: 4.82202 -4.71302 0.25551
H: 5.46518 -3.66602 1.46993
H: 5.04405 -2.98023 -0.09836
H: -0.08461 -3.11388 0.11423
H: -0.81663 -4.38382 0.90279
C: -0.85019 -0.75899 -0.28366
O: 0.30185 -1.21254 0.37751
H: -0.86499 0.32534 -0.41072
H: -0.95563 -1.23798 -1.28123
H: -1.65139 -0.98376 0.38874
H: 0.43987 -0.92150 1.27931
C: -4.78361 -2.50808 -2.61792
O: -5.07330 -3.87669 -2.46513
H: -4.44062 -2.04532 -1.71667
H: -4.06173 -2.42285 -3.41190
H: -5.70465 -1.95897 -2.94171
H: -4.24977 -4.35118 -2.58097
C: -1.48949 -5.35160 -2.90586
C: -0.58858 -6.54778 -2.40044
O: 0.62126 -6.07628 -1.95756
H: -2.26625 -5.67751 -3.56450
H: -0.80069 -4.71369 -3.49566
H: -1.88592 -4.79237 -2.03418
H: -0.41170 -7.29278 -3.17392
H: -1.11035 -6.97061 -1.50734
H: 0.47004 -5.41445 -1.25888
C: -3.61777 1.44344 -3.81626
C: -2.63154 1.54817 -2.59451
O: -2.61115 2.88271 -2.22071
H: -3.57915 0.41671 -4.17029
H: -3.29000 2.11084 -4.60683
H: -4.62458 1.66467 -3.50247
H: -1.64722 1.25254 -2.95463
H: -2.93028 0.89591 -1.80573
H: -2.43391 2.97398 -1.28024

**HOMO level**: -8.858 eV
**Relative energy (zero: lowest compared OMol25 entry of this formula, charge and spin)**: 2.167 eV
**Structure (SMILES)**: COC[C@H](C)N.COC[C@H](C)N.COC[C@H](C)N.COC[C@H](C)N.COC[C@H](C)N.COC[C@H](C)N.CCO.CCO.CO.CO

Mulliken population analysis, charges in e, atoms 1 to 5: C -1.67; C 1.71; C -0.35; O -0.36; C -0.76



# 2
The following is a DFT calculation (the ωB97M-V functional and the def2-TZVPD basis) of a cluster of 13 separate species, C30H86N8O13 in total.

CARTESIAN COORDINATES (ANGSTROEM)
C: 10.87669 -22.35374 16.17258
O: 12.07820 -22.55738 16.22533
N: 10.01573 -22.47819 17.11603
N: 10.28547 -22.15379 15.05943
H: 9.03263 -22.27527 17.00450
H: 10.37839 -22.72958 18.02454
H: 10.77209 -22.34182 14.19459
H: 9.27803 -22.10330 15.11053
C: 6.85480 -21.71091 10.56864
O: 6.41765 -20.62558 10.29542
N: 7.93349 -22.21936 9.99990
N: 6.34401 -22.52146 11.44728
H: 8.17900 -23.19287 10.10989
H: 8.50368 -21.63360 9.40672
H: 5.53412 -22.14767 11.92105
H: 6.69221 -23.46136 11.57150
C: -0.89577 -18.91407 13.25348
O: -0.42429 -19.27432 14.33511
N: -0.46548 -19.30842 12.05507
N: -1.71644 -17.92696 13.21114
H: 0.22879 -20.03280 11.93954
H: -0.97618 -19.01250 11.23548
H: -1.99701 -17.53732 12.32257
H: -1.96560 -17.52645 14.10423
C: 4.52320 -20.89109 15.89132
O: 5.59160 -21.29381 16.19601
N: 4.25777 -19.93251 14.99216
N: 3.47738 -21.23963 16.51997
H: 5.00909 -19.87245 14.31984
H: 3.30722 -19.60030 14.91349
H: 3.71013 -21.85403 17.28707
H: 2.56947 -20.87919 16.26328
C: 6.17369 -26.24890 14.86226
C: 6.17465 -27.49064 13.98844
O: 5.91257 -27.04024 12.69769
H: 6.57879 -26.53104 15.83405
H: 5.17718 -25.82174 14.97451
H: 6.90523 -25.60086 14.37956
H: 5.41145 -28.17803 14.35327
H: 7.11712 -28.03539 14.04410
H: 4.97182 -26.84912 12.68942
C: -1.37644 -25.61438 21.78815
C: -0.25122 -25.32550 20.76454
C: -0.75253 -24.59342 19.51712
O: 0.74294 -24.60779 21.36066
H: -1.95090 -24.70275 21.95255
H: -1.00842 -26.07693 22.70396
H: -2.05909 -26.33439 21.33681
H: 0.39753 -26.15095 20.47152
H: -1.44044 -25.25036 18.98487
H: -0.02491 -24.27261 18.77164
H: -1.23368 -23.65767 19.80171
H: 0.40327 -23.76888 21.68072
C: 9.32887 -16.52287 9.96635
C: 10.45077 -16.60585 11.03957
C: 10.33501 -17.87477 11.80618
O: 11.77964 -16.46192 10.49415
H: 9.31027 -17.47122 9.42930
H: 9.56581 -15.67339 9.32576
H: 8.35205 -16.33083 10.41022
H: 10.10968 -15.78679 11.67274
H: 11.15621 -17.94395 12.51959
H: 10.47571 -18.70386 11.11270
H: 9.37332 -18.00958 12.30122
H: 12.34513 -16.24112 11.23783
C: 0.94090 -26.93285 14.98650
C: 0.39398 -26.14124 13.83643
C: 0.12168 -24.69752 13.96972
O: 1.42113 -26.22780 12.92115
H: 0.22735 -27.21373 15.76113
H: 1.57669 -26.25705 15.55848
H: 1.52463 -27.74779 14.55844
H: -0.42813 -26.68807 13.37468
H: -0.34656 -24.36518 13.04322
H: 0.98830 -24.06476 14.16120
H: -0.67314 -24.46735 14.67921
H: 1.28110 -25.58276 12.22408
C: 0.68571 -14.83506 17.54336
C: 0.12263 -13.29846 17.47323
C: 1.19929 -12.23516 17.45619
O: -0.74741 -13.20776 16.40274
H: 1.42854 -14.89187 18.33902
H: 1.23441 -15.09496 16.63812
H: -0.01744 -15.66199 17.64271
H: -0.52061 -13.02939 18.31106
H: 1.82403 -12.30548 16.56577
H: 1.81832 -12.41696 18.33474
H: 0.81968 -11.21387 17.48723
H: -0.76455 -12.35297 15.96610
C: 5.83756 -22.25199 21.85422
C: 6.41195 -23.46739 21.20650
C: 7.80223 -23.88249 21.75689
O: 5.61310 -24.63119 21.42714
H: 6.09966 -22.37940 22.90454
H: 4.74784 -22.27598 21.85166
H: 6.17758 -21.29944 21.44785
H: 6.41247 -23.33952 20.12403
H: 8.61765 -23.15949 21.77842
H: 8.29158 -24.66623 21.17862
H: 7.84894 -24.20159 22.79808
H: 4.66547 -24.49216 21.36177
C: 6.50303 -15.45529 19.99940
C: 7.97641 -15.77469 19.69410
C: 8.20684 -16.79158 18.62360
O: 8.64653 -14.54874 19.49440
H: 6.18928 -16.31986 20.58437
H: 5.96241 -15.29491 19.06661
H: 6.38413 -14.61054 20.67790
H: 8.49237 -16.15137 20.57728
H: 7.71255 -17.74667 18.80128
H: 9.27725 -16.99338 18.58367
H: 7.84760 -16.60254 17.61201
H: 8.32580 -14.26015 18.63681
C: 2.58606 -16.56855 9.58999
C: 2.31227 -17.33432 8.31431
C: 1.58381 -16.40878 7.36829
O: 3.61763 -17.46368 7.74560
H: 1.58188 -16.30649 9.92324
H: 3.09390 -15.60422 9.57398
H: 3.12751 -17.23648 10.25992
H: 1.80359 -18.28870 8.45035
H: 0.52089 -16.32569 7.59504
H: 1.62754 -16.88195 6.38732
H: 2.09262 -15.44878 7.28117
H: 4.21373 -17.97411 8.29852
C: 6.79834 -12.42397 13.09326
C: 6.62432 -13.30174 14.37225
C: 6.10146 -14.61899 13.90159
O: 7.79688 -13.50672 15.10596
H: 7.08508 -11.45866 13.51046
H: 5.91266 -12.25198 12.48164
H: 7.55181 -12.81140 12.40748
H: 5.94977 -12.76156 15.03654
H: 5.76458 -15.24664 14.72662
H: 6.87955 -15.24472 13.46441
H: 5.26329 -14.60570 13.20489
H: 8.56769 -13.33533 14.56000

**HOMO level**: -9.411 eV
**Relative energy (zero: lowest compared OMol25 entry of this formula, charge and spin)**: 3.897 eV

Mulliken population analysis, charges in e, atoms 1 to 5: C 0.70; O -0.70; N -0.32; N -0.32; H 0.14



no.,calculated total energy (a.u.)
1,-2275.31900
2,-2610.70933